1.
Computed, not measured: a molecular structure, C22H48BrInO7P, with wB97M-V/def2-TZVPD.

Summary:
Total charge ... -1
Maximum force ... 1.44 eV/A
LUMO level ... 2.1628 eV
DFT total energy ... -4499.19412 a.u.

Each line ends with the Löwdin charge.
Geometry (Å):
C -3.18 0.30 2.96  -0.214
C -3.70 0.93 1.65  -0.357
In -2.87 3.02 1.42  0.424
O -2.45 3.76 3.34  -0.459
P -0.66 2.77 0.17  0.290
O -0.62 1.25 -0.60  -0.506
Br 0.91 2.64 1.82  0.083
H -3.46 -0.76 2.96  0.032
H -2.09 0.38 2.97  0.053
H -3.62 0.73 3.85  0.055
H -4.78 0.95 1.57  0.002
H -3.33 0.29 0.83  0.003
H -4.01 4.16 0.64  -0.111
H -1.81 4.45 3.27  -0.099
H -1.50 0.87 -0.60  -0.027
C -6.61 -0.20 -2.39  -0.179
C -7.21 1.18 -2.60  -0.179
C -6.97 1.83 -1.25  -0.200
O -5.77 1.25 -0.72  -0.160
C -5.41 0.11 -1.50  -0.208
H -6.34 -0.71 -3.31  0.108
H -7.32 -0.84 -1.85  0.112
H -6.66 1.71 -3.38  0.112
H -8.27 1.16 -2.88  0.107
H -7.79 1.62 -0.55  0.117
H -6.85 2.91 -1.32  0.119
H -4.54 0.37 -2.11  0.121
H -5.15 -0.71 -0.84  0.115
C -2.56 -5.55 1.85  -0.181
C -2.42 -5.12 3.31  -0.178
C -2.25 -3.61 3.17  -0.206
O -2.98 -3.23 2.00  -0.144
C -3.35 -4.39 1.26  -0.209
H -3.05 -6.51 1.72  0.107
H -1.57 -5.61 1.39  0.112
H -3.34 -5.34 3.85  0.112
H -1.59 -5.59 3.83  0.109
H -1.20 -3.34 3.02  0.121
H -2.63 -3.06 4.03  0.116
H -4.43 -4.55 1.38  0.116
H -3.14 -4.23 0.20  0.116
C 2.05 4.50 -2.45  -0.181
C 2.43 4.75 -1.00  -0.198
C 3.69 5.59 -1.16  -0.200
O 3.55 6.33 -2.38  -0.151
C 2.44 5.81 -3.12  -0.210
H 1.00 4.25 -2.59  0.103
H 2.65 3.68 -2.86  0.094
H 1.64 5.34 -0.52  0.108
H 2.59 3.85 -0.42  0.059
H 4.58 4.95 -1.24  0.114
H 3.84 6.28 -0.33  0.112
H 1.62 6.54 -3.06  0.113
H 2.72 5.69 -4.16  0.110
C 3.18 -0.30 -1.68  -0.160
C 4.65 -0.60 -1.96  -0.178
C 5.06 0.61 -2.79  -0.209
O 4.25 1.70 -2.33  -0.149
C 3.20 1.20 -1.50  -0.200
H 2.79 -0.83 -0.81  0.109
H 2.57 -0.57 -2.54  0.116
H 5.21 -0.62 -1.02  0.101
H 4.82 -1.54 -2.48  0.108
H 4.85 0.45 -3.85  0.113
H 6.11 0.87 -2.67  0.113
H 3.42 1.48 -0.46  0.113
H 2.25 1.67 -1.78  0.106
C 4.49 -4.14 1.73  -0.174
C 5.96 -4.44 1.46  -0.178
C 6.37 -3.23 0.64  -0.210
O 5.57 -2.14 1.09  -0.152
C 4.51 -2.63 1.92  -0.195
H 4.08 -4.67 2.60  0.111
H 3.89 -4.41 0.86  0.114
H 6.51 -4.47 2.40  0.112
H 6.12 -5.38 0.94  0.109
H 6.18 -3.39 -0.42  0.113
H 7.43 -2.98 0.77  0.116
H 4.73 -2.36 2.95  0.118
H 3.57 -2.16 1.62  0.117



2.
Computed, not measured: 8 unconnected molecules or ions with the total composition C22H48O19, with wB97M-V/def2-TZVPD.

Summary:
Maximum force ... 4.89 eV/A
LUMO level ... 0.2126 eV
DFT total energy ... -2296.52064 a.u.
SMILES ... C[C@H]1COC(=O)O1.C[C@H]1COC(=O)O1.C[C@H]1COC(=O)O1.OCCO.OCCO.OCCO.OCCO.OCCO

Each line ends with the Löwdin charge.
Geometry (Å):
C 4.80 -18.87 10.40  0.012
C 3.62 -19.59 9.75  -0.323
C 2.20 -19.42 10.33  -0.066
O 1.35 -19.38 9.17  0.057
C 2.15 -19.00 8.10  -0.461
O 1.78 -18.83 6.92  0.106
O 3.41 -18.94 8.57  0.007
H 4.83 -17.79 10.29  0.088
H 5.74 -19.29 10.03  0.074
H 4.79 -18.99 11.48  0.091
H 3.86 -20.60 9.45  0.162
H 2.08 -18.46 10.83  0.129
H 1.86 -20.15 11.07  0.137
C 2.75 -19.13 4.28  -0.016
C 2.55 -17.73 3.62  -0.308
C 3.77 -17.03 3.18  -0.133
O 3.27 -16.42 2.03  0.054
C 2.26 -17.15 1.46  -0.487
O 1.77 -17.12 0.34  0.131
O 1.84 -18.04 2.41  0.062
H 3.13 -19.77 3.49  0.085
H 1.85 -19.66 4.58  0.081
H 3.58 -19.06 4.98  0.061
H 1.91 -17.07 4.20  0.155
H 4.65 -17.63 2.97  0.141
H 3.92 -16.24 3.92  0.135
C 8.83 -22.59 5.11  -0.006
C 7.69 -22.96 6.12  -0.300
C 8.08 -24.13 7.02  -0.095
O 7.54 -23.75 8.28  0.091
C 7.30 -22.44 8.26  -0.475
O 6.80 -21.78 9.21  0.098
O 7.63 -21.90 7.05  0.033
H 9.02 -23.42 4.43  0.084
H 9.75 -22.27 5.61  0.081
H 8.58 -21.75 4.47  0.076
H 6.69 -23.09 5.71  0.159
H 9.13 -24.43 6.97  0.138
H 7.49 -24.97 6.64  0.135
O 6.39 -15.57 7.59  -0.082
C 6.60 -14.54 6.64  -0.180
C 8.13 -14.61 6.27  -0.203
O 8.36 -15.84 5.62  -0.062
H 5.49 -15.62 7.92  0.044
H 5.98 -14.75 5.76  0.116
H 6.35 -13.57 7.07  0.120
H 8.80 -14.55 7.13  0.108
H 8.35 -13.73 5.67  0.117
H 9.23 -15.74 5.22  0.106
O 9.95 -18.27 8.14  -0.089
C 10.31 -19.57 7.78  -0.203
C 11.87 -19.80 7.75  -0.202
O 12.43 -19.80 9.08  -0.068
H 9.03 -18.11 7.90  0.054
H 9.85 -20.25 8.50  0.122
H 9.87 -19.72 6.79  0.108
H 12.52 -19.08 7.26  0.122
H 12.09 -20.76 7.29  0.105
H 12.02 -20.59 9.42  0.076
O 7.07 -18.18 7.90  -0.047
C 6.10 -18.86 7.18  -0.265
C 6.55 -19.15 5.78  -0.228
O 6.49 -17.93 5.05  -0.057
H 6.99 -17.25 7.67  0.043
H 5.77 -19.77 7.68  0.105
H 5.19 -18.27 7.04  0.114
H 5.87 -19.88 5.34  0.118
H 7.55 -19.57 5.88  0.101
H 7.20 -17.39 5.39  0.035
O 3.81 -15.84 8.79  -0.065
C 3.12 -15.45 7.61  -0.220
C 1.68 -15.01 7.98  -0.235
O 1.04 -16.12 8.53  -0.031
H 3.49 -16.73 8.93  0.052
H 3.64 -14.57 7.23  0.114
H 3.10 -16.16 6.79  0.121
H 1.36 -14.53 7.06  0.121
H 1.70 -14.19 8.70  0.122
H 1.18 -16.08 9.47  0.095
O 9.16 -16.82 10.38  -0.085
C 9.91 -15.63 10.20  -0.219
C 11.43 -15.93 10.37  -0.172
O 12.07 -16.33 9.09  -0.100
H 9.22 -17.48 9.69  0.034
H 9.66 -15.18 9.24  0.097
H 9.56 -14.92 10.95  0.111
H 11.65 -16.56 11.24  0.115
H 11.99 -15.01 10.49  0.104
H 11.73 -17.20 8.85  0.021



3.
Computed, not measured: a molecular structure, C22H49AlB3Br2FLiNO10, with wB97M-V/def2-TZVPD.

Summary:
Maximum force ... 12.12 eV/A
LUMO level ... -5.8899 eV
DFT total energy ... -7246.57822 a.u.

Each line ends with the Löwdin charge.
Geometry (Å):
C 3.70 3.12 -0.19  -0.139
C 4.51 2.05 -1.11  -0.222
C 4.18 0.59 -0.46  -0.214
C 5.41 -0.44 -0.52  -0.207
C 5.52 -1.30 -1.87  -0.202
C 4.12 -1.81 -2.47  -0.186
C 3.82 -0.94 -3.79  -0.194
C 3.07 -1.76 -4.97  -0.219
C 1.85 -2.66 -4.45  -0.241
C 0.52 -1.76 -4.14  -0.201
C -0.08 -2.09 -2.67  -0.084
C 0.16 -0.90 -1.61  -0.196
O 0.02 -1.60 -0.35  -0.020
B -1.42 -1.61 0.07  -0.839
N -2.23 -2.82 -0.37  0.137
B -1.62 -1.47 1.74  -0.295
O -2.16 -2.59 2.51  0.058
O -1.24 -0.27 2.53  -0.447
C 0.18 -0.45 2.91  -0.277
O -1.98 -0.50 -0.76  -0.013
C -0.99 0.26 -1.51  -0.220
C -1.46 0.84 -2.94  -0.041
C -0.30 1.75 -3.65  -0.228
O -0.54 3.17 -3.47  -0.100
B -0.72 1.54 -0.53  -0.453
O 0.43 2.40 -0.57  0.112
O -1.76 1.84 0.45  -0.060
C -2.62 2.91 -0.01  -0.214
C -4.00 2.32 -0.65  -0.068
H 3.28 4.00 -0.78  0.070
H 2.82 2.58 0.34  0.054
H 4.39 3.50 0.64  0.072
H 5.63 2.26 -1.11  0.099
H 4.03 2.15 -2.16  0.096
H 3.99 0.81 0.66  0.106
H 3.19 0.19 -0.87  0.085
H 6.37 0.21 -0.47  0.107
H 5.43 -1.08 0.43  0.109
H 6.12 -2.25 -1.59  0.112
H 6.18 -0.74 -2.62  0.106
H 4.17 -2.92 -2.82  0.118
H 3.25 -1.77 -1.72  0.114
H 4.81 -0.56 -4.27  0.114
H 3.24 0.03 -3.52  0.102
H 3.83 -2.35 -5.60  0.124
H 2.63 -0.95 -5.68  0.099
H 1.56 -3.37 -5.35  0.063
H 2.15 -3.36 -3.60  0.079
H -0.32 -1.94 -4.92  0.079
H 0.83 -0.65 -4.25  0.096
H 0.48 -3.00 -2.26  0.133
H -1.18 -2.39 -2.77  0.123
H 1.13 -0.32 -1.81  0.134
H -1.66 -3.68 -0.44  0.079
H -2.72 -2.64 -1.26  0.067
H -1.44 -3.27 2.45  0.115
H 0.31 -0.70 4.02  0.098
H 0.72 -1.26 2.31  0.127
H 0.77 0.53 2.71  0.060
H -1.71 0.00 -3.69  0.118
H -2.40 1.50 -2.87  0.116
H -0.37 1.52 -4.77  0.115
H 0.72 1.40 -3.26  0.111
H -0.19 3.66 -4.25  0.100
H 0.17 3.22 -0.08  0.121
H -2.10 3.60 -0.78  0.129
H -2.92 3.56 0.89  0.119
H -4.09 1.19 -0.48  0.095
H -4.00 2.57 -1.77  0.068
H -4.89 2.88 -0.18  0.078
Li 0.81 -2.46 -6.39  0.792
O 2.14 -5.58 -3.34  -0.382
H 2.48 -5.47 -2.45  -0.122
Br -0.15 4.34 5.56  0.640
C -1.86 3.45 5.26  -0.670
C -1.70 1.95 5.21  -0.726
Br -0.95 1.35 3.50  1.152
H -2.28 3.87 4.34  0.058
H -2.49 3.75 6.11  0.062
H -2.68 1.45 5.27  -0.131
H -1.04 1.56 6.00  0.044
Al -2.80 -0.38 5.79  1.137
C -7.19 -1.03 7.62  0.025
C -6.00 -0.91 8.54  -0.710
O -5.15 -0.04 8.21  -0.006
O -6.00 -1.68 9.52  0.117
H -7.13 -0.33 6.78  0.096
H -7.24 -2.05 7.22  0.094
H -8.12 -0.82 8.18  0.059
F -9.21 -0.93 9.46  -0.364



4.
Computed, not measured: 2 unconnected molecules or ions with the total composition C22H49BFN2O2P, with wB97M-V/def2-TZVPD.

Summary:
Maximum force ... 0.93 eV/A
LUMO level ... -0.4192 eV
DFT total energy ... -1593.63642 a.u.

Each line ends with the Löwdin charge.
Geometry (Å):
C -1.77 -1.48 -2.54  -0.144
C -1.98 -2.69 -1.64  -0.284
C -0.90 -3.78 -1.76  -0.125
B 0.62 -3.23 -1.91  -0.622
O 1.13 -2.71 -0.56  -0.002
C 2.34 -3.31 -0.25  -0.453
C 2.24 -4.44 0.79  -0.172
C 1.25 -5.57 0.52  -0.072
C 3.43 -2.33 0.20  -0.085
C 3.23 -1.56 1.54  -0.377
C 3.90 -0.17 1.46  -0.078
C 1.77 -1.36 1.95  -0.087
C 2.77 -3.94 -1.62  -0.598
F 3.39 -2.93 -2.37  -0.020
P 4.04 -5.32 -1.71  0.819
N 5.09 -5.26 -2.87  -0.314
O 1.62 -4.35 -2.19  -0.004
H -2.70 -0.89 -2.58  0.050
H -0.97 -0.82 -2.22  0.051
H -1.57 -1.81 -3.55  0.078
H -2.11 -2.39 -0.60  0.091
H -2.94 -3.11 -1.94  0.091
H -0.94 -4.41 -0.88  0.070
H -1.16 -4.40 -2.62  0.099
H 0.74 -2.39 -2.79  0.106
H 3.23 -4.87 0.95  0.081
H 1.97 -4.02 1.76  0.093
H 1.27 -6.29 1.34  0.072
H 0.25 -5.17 0.45  0.059
H 1.46 -6.09 -0.41  0.053
H 3.63 -1.61 -0.59  0.113
H 4.34 -2.92 0.31  0.116
H 3.72 -2.09 2.35  0.123
H 4.55 -0.08 0.59  0.068
H 4.46 0.06 2.35  0.069
H 3.14 0.60 1.34  0.053
H 1.73 -0.63 2.76  0.066
H 1.29 -2.26 2.31  0.061
H 1.20 -0.98 1.11  0.065
H 3.27 -6.49 -1.70  0.012
H 4.65 -5.24 -0.44  -0.005
H 5.00 -6.07 -3.47  -0.062
C -3.86 5.85 1.39  -0.086
C -2.34 5.79 1.20  -0.252
C -1.92 5.29 -0.18  -0.164
C -2.35 3.91 -0.65  -0.099
N -1.82 2.69 0.07  -0.209
C -2.55 2.39 1.35  -0.092
C -3.92 1.88 0.92  -0.131
C -3.68 1.19 -0.44  -0.122
C -2.23 1.50 -0.80  -0.100
C -0.31 2.70 0.22  -0.080
C 0.27 3.42 1.45  -0.197
C 1.11 4.68 1.17  -0.085
H -4.33 4.87 1.25  0.052
H -4.11 6.19 2.39  0.081
H -4.31 6.54 0.68  0.084
H -1.89 5.19 1.99  0.081
H -1.93 6.79 1.32  0.117
H -0.84 5.39 -0.31  0.092
H -2.35 5.97 -0.92  0.132
H -2.00 3.79 -1.67  0.137
H -3.43 3.81 -0.67  0.129
H -1.97 1.62 1.85  0.152
H -2.60 3.28 1.97  0.110
H -4.61 2.71 0.81  0.096
H -4.34 1.22 1.67  0.125
H -4.38 1.55 -1.19  0.119
H -3.81 0.11 -0.38  0.117
H -2.07 1.75 -1.84  0.136
H -1.59 0.66 -0.54  0.123
H 0.08 3.10 -0.71  0.142
H -0.03 1.65 0.27  0.126
H 0.93 2.70 1.92  0.109
H -0.49 3.64 2.19  0.090
H 1.60 4.62 0.20  0.084
H 1.89 4.78 1.93  0.081
H 0.52 5.59 1.21  0.056